Record 1
The following is a DFT calculation (the ωB97M-V functional and the def2-TZVPD basis) of a 14-piece molecular cluster, C59H72BF24O31 overall at a distorted geometry.

Positions of all 187 atoms, in Å:
O 2.244 2.602 0.859
C 1.813 1.498 0.600
O 0.569 1.187 0.311
B 0.529 -0.339 -0.029
O 1.916 -0.765 0.109
C 2.683 0.181 0.558
O 3.855 0.126 0.790
O -0.033 -0.719 -1.335
C -1.145 -1.319 -1.254
O -1.830 -1.626 -2.207
C -1.446 -1.523 0.282
O -0.461 -0.941 0.928
O -2.432 -2.033 0.739
O -0.773 3.687 -8.608
C -0.285 3.085 -7.616
O -0.362 1.748 -7.504
C 0.253 1.172 -6.353
C 0.555 2.337 -5.496
C 0.421 3.621 -6.392
H 1.136 0.599 -6.635
H -0.437 0.601 -5.732
H 1.520 2.300 -4.991
H -0.269 2.504 -4.803
H 1.425 3.987 -6.608
H -0.155 4.375 -5.855
O 9.689 0.570 9.027
C 9.053 0.982 8.051
O 9.133 2.256 7.644
C 8.282 2.480 6.552
C 7.402 1.243 6.475
C 8.177 0.155 7.144
H 8.984 2.643 5.734
H 7.816 3.451 6.717
H 7.267 1.066 5.408
H 6.435 1.371 6.961
H 8.934 -0.337 6.533
H 7.515 -0.567 7.622
O -3.522 -3.124 9.351
C -4.038 -2.788 8.269
O -3.426 -3.211 7.061
C -4.255 -2.898 5.936
C -5.669 -2.786 6.503
C -5.388 -2.137 7.881
H -4.262 -3.648 5.146
H -3.935 -1.926 5.559
H -6.117 -3.777 6.443
H -6.321 -2.145 5.909
H -6.104 -2.519 8.608
H -5.237 -1.067 8.020
O 1.179 -5.217 7.162
C 1.659 -5.113 6.031
O 2.926 -4.562 5.796
C 3.134 -4.441 4.367
C 2.174 -5.468 3.725
C 1.063 -5.657 4.736
H 4.140 -4.709 4.045
H 3.102 -3.407 4.023
H 2.669 -6.431 3.601
H 1.842 -5.189 2.725
H 0.841 -6.721 4.817
H 0.194 -5.045 4.492
O -1.776 2.402 8.943
C -1.040 2.201 7.939
O -1.422 1.405 6.912
C -0.510 1.523 5.758
C 0.791 2.062 6.416
C 0.136 2.975 7.541
H -1.090 2.155 5.087
H -0.422 0.535 5.306
H 1.428 2.572 5.694
H 1.315 1.170 6.758
H -0.148 3.985 7.247
H 0.755 3.087 8.432
O -9.868 -6.380 -2.055
C -9.253 -5.483 -1.465
O -8.643 -5.716 -0.310
C -7.798 -4.671 0.238
C -8.278 -3.503 -0.565
C -8.872 -4.058 -1.865
H -6.744 -4.950 0.211
H -8.073 -4.441 1.268
H -7.385 -2.925 -0.804
H -8.884 -2.792 -0.004
H -8.149 -4.151 -2.675
H -9.779 -3.522 -2.145
O -5.974 2.573 3.267
C -6.684 2.764 2.275
O -7.008 3.983 1.822
C -7.840 3.972 0.728
C -8.464 2.613 0.721
C -7.336 1.731 1.430
H -7.230 4.129 -0.162
H -8.545 4.801 0.803
H -8.716 2.300 -0.292
H -9.489 2.657 1.089
H -6.481 1.361 0.864
H -7.590 0.822 1.976
O -3.322 -10.829 -2.933
C -3.110 -9.615 -2.812
O -3.697 -8.980 -1.698
C -3.320 -7.599 -1.631
C -1.996 -7.489 -2.543
C -2.112 -8.608 -3.546
H -2.966 -7.384 -0.623
H -4.125 -6.955 -1.987
H -1.043 -7.627 -2.032
H -2.023 -6.552 -3.101
H -1.184 -9.048 -3.912
H -2.622 -8.209 -4.423
O -1.093 -6.307 -8.511
C -1.808 -5.366 -8.835
O -3.078 -5.538 -9.172
C -3.661 -4.247 -9.431
C -2.810 -3.253 -8.658
C -1.495 -3.915 -8.746
H -4.724 -4.285 -9.198
H -3.572 -4.060 -10.502
H -3.136 -3.141 -7.624
H -2.795 -2.266 -9.121
H -0.907 -3.685 -7.857
H -1.027 -3.586 -9.674
O -5.370 3.007 -8.162
C -5.538 2.695 -6.957
O -6.117 3.602 -6.127
C -6.389 3.050 -4.852
C -5.410 1.856 -4.829
C -5.384 1.385 -6.290
H -7.412 2.675 -4.813
H -6.177 3.764 -4.056
H -5.572 0.961 -4.228
H -4.451 2.283 -4.537
H -6.326 0.863 -6.455
H -4.517 0.736 -6.411
C 4.911 -3.701 -3.418
C 5.574 -5.075 -3.323
C 6.636 -5.175 -4.425
F 7.458 -6.224 -4.392
F 6.116 -5.171 -5.613
F 6.137 -5.251 -2.190
F 4.748 -6.106 -3.388
O 5.834 -2.662 -3.172
C 6.059 -1.586 -4.122
C 7.138 -0.716 -3.425
F 8.266 -1.404 -3.057
F 7.421 0.326 -4.218
F 6.451 -2.143 -5.318
F 4.930 -0.958 -4.331
H 4.098 -3.603 -2.699
H 4.454 -3.459 -4.378
H 7.369 -4.388 -4.246
H 6.840 -0.203 -2.511
C 9.924 6.222 1.316
C 8.436 5.769 1.317
C 7.502 6.995 1.679
F 7.831 7.579 2.834
F 7.482 7.972 0.766
F 8.054 5.237 0.175
F 8.229 4.812 2.190
O 10.731 5.130 1.721
C 10.913 4.050 0.747
C 12.106 3.192 1.206
F 11.882 2.621 2.426
F 12.339 2.271 0.265
F 9.794 3.352 0.754
F 11.158 4.664 -0.401
H 10.089 6.981 2.082
H 10.230 6.627 0.352
H 6.475 6.662 1.829
H 13.048 3.719 1.361
C -0.840 7.840 0.453
C -1.746 8.067 -0.797
C -2.880 7.015 -0.930
F -3.397 7.065 -2.150
F -2.401 5.777 -0.719
F -2.358 9.288 -0.812
F -0.907 8.030 -1.810
O -1.749 7.837 1.595
C -1.674 6.643 2.406
C -2.670 6.945 3.513
F -2.775 5.926 4.421
F -2.563 8.154 4.145
F -1.901 5.506 1.757
F -0.397 6.602 2.893
H -0.087 8.628 0.478
H -0.270 6.923 0.304
H -3.652 7.151 -0.173
H -3.672 7.060 3.100

Values from the calculation:
LUMO energy (hartree): 0.03169
Highest occupied orbital energy (eV): -8.1601
HOMO-LUMO gap (eV): 9.022
Charge: -1

Mulliken atomic charge list, values in e, 5 entries: -0.667, 0.681, -0.353, 0.864, -0.467

***

Record 2
The following is a DFT calculation (the ωB97M-V functional and the def2-TZVPD basis) of C59H81AsF12N8O4 as an isolated structure at a distorted geometry.

Positions of all 165 atoms, in Å:
C -3.358 -0.530 -2.979
C -2.001 0.063 -2.544
C -1.341 -0.767 -1.456
C 0.136 -0.371 -1.312
N 0.784 -0.848 -0.042
C 2.279 -0.480 -0.035
C 2.934 -1.562 -0.887
C 2.097 -2.833 -0.710
C 0.889 -2.355 0.055
C 0.161 -0.269 1.184
C 0.313 1.250 1.265
C -0.273 1.815 2.556
H -4.078 -0.449 -2.159
H -3.283 -1.606 -3.146
H -3.759 -0.010 -3.847
H -2.067 1.128 -2.319
H -1.396 0.015 -3.456
H -1.330 -1.825 -1.722
H -1.931 -0.644 -0.545
H 0.270 0.711 -1.328
H 0.716 -0.786 -2.137
H 2.651 -0.460 0.990
H 2.460 0.513 -0.440
H 3.967 -1.696 -0.563
H 2.978 -1.229 -1.924
H 2.572 -3.688 -0.239
H 1.748 -3.186 -1.683
H 0.923 -2.612 1.113
H -0.029 -2.794 -0.344
H 0.525 -0.781 2.073
H -0.883 -0.586 1.122
H -0.132 1.843 0.464
H 1.388 1.439 1.214
H -1.343 1.609 2.626
H -0.130 2.887 2.694
H 0.111 1.373 3.480
As -2.266 -1.994 4.188
F -1.689 -0.325 4.348
F -2.734 -1.644 2.518
F -2.832 -3.629 3.869
F -1.875 -2.417 5.812
F -3.898 -1.554 4.667
F -0.648 -2.384 3.662
N 1.760 2.187 -4.174
C 1.137 1.094 -4.732
C 2.088 0.118 -4.749
C 3.302 0.589 -4.220
C 3.014 1.862 -3.750
H 1.337 3.077 -3.948
H 0.138 1.133 -5.125
H 1.961 -0.894 -5.108
H 4.195 0.015 -4.036
H 3.614 2.603 -3.246
N 1.791 4.833 -1.796
C 0.980 4.002 -1.057
C -0.186 3.802 -1.762
C -0.111 4.643 -2.892
C 1.117 5.249 -2.911
H 2.683 5.127 -1.442
H 1.406 3.485 -0.215
H -0.989 3.140 -1.481
H -0.925 4.811 -3.582
H 1.623 5.879 -3.623
N 4.991 1.517 1.831
C 4.985 1.633 0.446
C 4.026 2.570 0.173
C 3.436 3.015 1.359
C 4.074 2.364 2.385
H 5.665 0.952 2.303
H 5.622 1.014 -0.162
H 3.841 2.891 -0.842
H 2.685 3.781 1.462
H 4.005 2.378 3.461
N -1.930 -4.319 1.215
C -2.460 -3.945 -0.006
C -1.963 -4.781 -0.953
C -1.117 -5.733 -0.331
C -1.060 -5.347 0.999
H -2.149 -3.867 2.093
H -3.008 -3.022 -0.112
H -2.191 -4.722 -2.003
H -0.574 -6.559 -0.757
H -0.547 -5.865 1.793
N 4.772 -1.458 3.118
C 3.487 -1.340 3.600
C 2.778 -2.448 3.181
C 3.703 -3.283 2.487
C 4.921 -2.677 2.516
H 5.552 -0.869 3.328
H 3.252 -0.484 4.210
H 1.716 -2.612 3.271
H 3.485 -4.178 1.925
H 5.886 -2.917 2.096
N -5.388 -2.196 1.140
C -6.139 -3.339 1.075
C -7.015 -3.198 0.035
C -6.756 -1.976 -0.598
C -5.743 -1.372 0.106
H -4.684 -1.989 1.831
H -5.963 -4.154 1.757
H -7.684 -3.968 -0.320
H -7.227 -1.583 -1.484
H -5.175 -0.489 -0.142
N 2.995 4.815 4.598
C 1.857 4.236 5.123
C 0.764 4.793 4.522
C 1.271 5.656 3.487
C 2.640 5.613 3.556
H 3.928 4.564 4.864
H 1.948 3.530 5.932
H -0.231 4.440 4.736
H 0.682 6.139 2.724
H 3.337 6.155 2.937
C -3.709 2.097 0.000
C -4.129 2.615 -1.204
C -4.228 3.996 -1.392
C -3.874 4.832 -0.337
C -3.539 4.320 0.907
C -3.502 2.939 1.089
H -3.451 1.051 0.126
H -4.284 1.954 -2.049
H -4.516 4.454 -2.327
H -3.755 5.883 -0.573
H -3.279 5.013 1.697
H -3.172 2.620 2.070
C 4.520 -4.191 -2.870
C 5.336 -3.098 -3.095
C 6.261 -2.677 -2.132
C 6.521 -3.463 -1.020
C 5.772 -4.633 -0.860
C 4.755 -4.952 -1.719
H 3.752 -4.441 -3.589
H 5.166 -2.443 -3.942
H 6.849 -1.808 -2.400
H 7.308 -3.186 -0.332
H 5.952 -5.302 -0.026
H 4.177 -5.835 -1.472
C -1.889 2.750 6.212
C -3.004 3.514 5.525
O -3.884 2.602 4.894
C -4.991 3.017 4.307
O -5.438 4.118 4.409
C -5.742 1.841 3.618
F -6.271 2.234 2.451
F -4.903 0.842 3.338
F -6.718 1.411 4.425
H -1.234 2.199 5.542
H -2.254 2.159 7.052
H -1.306 3.507 6.752
H -2.624 4.193 4.754
H -3.565 4.083 6.272
C -0.306 -1.155 -7.563
C -1.285 -1.569 -6.464
O -1.003 -2.936 -6.125
C -0.394 -3.193 -4.991
O -0.037 -2.359 -4.206
C -0.084 -4.679 -4.754
F -0.618 -5.024 -3.586
F -0.611 -5.454 -5.697
F 1.235 -4.846 -4.721
H -0.165 -1.892 -8.350
H 0.663 -0.840 -7.174
H -0.762 -0.287 -8.051
H -2.246 -1.561 -6.979
H -1.355 -0.868 -5.638

Values from the calculation:
LUMO energy (hartree): -0.00610
Highest occupied orbital energy (eV): -7.5115
HOMO-LUMO gap (eV): 7.345

Mulliken atomic charge list, values in e, 5 entries: -1.882, 1.650, 1.852, -0.485, 1.224